# 1
7
Properties=species:S:1:pos:R:3 method="wB97M-V/def2-TZVPD" smiles="O=NN(O)O" e_above_lowest_ev=2.518 energy_ev=-9147.7203 charge=0 lumo_ev=-0.4 homo_ev=-9.1 homo_lumo_gap_ev=8.6898
H -1.762 -0.808 0.813
N 1.379 -0.847 0.142
H -0.613 1.686 -0.701
O 2.276 -0.033 -0.086
O -0.198 1.168 0.155
O -1.062 -0.972 -0.135
N -0.020 -0.195 -0.187

# 2
8
Properties=species:S:1:pos:R:3 method="wB97M-V/def2-TZVPD" e_above_lowest_ev=4.544 energy_ev=-6691.9482 charge=0 lumo_ev="-2.8 / -1.6" homo_ev="-9.5 / -10.9" homo_lumo_gap_ev="6.7137 / 9.2761"
H -0.190 1.397 0.913
O 0.389 -0.678 -1.681
C -0.334 -1.097 0.593
C -0.111 -0.167 -0.650
H -1.179 0.221 -0.769
C 0.441 0.912 0.169
H 1.445 1.317 0.017
N -0.461 -1.905 1.408

# 3
22
Properties=species:S:1:pos:R:3 method="wB97M-V/def2-TZVPD" smiles=CCCCN.O.O e_above_lowest_ev=1.115 energy_ev=-9975.9710 charge=0 lumo_ev=0.6 homo_ev=-9.2 homo_lumo_gap_ev=9.8191
O 2.013 5.066 0.088
C -2.008 -2.813 1.880
H 0.640 -0.824 -1.483
H -3.078 -3.011 1.948
H 0.941 2.452 -3.380
H -1.691 -2.574 2.902
H 1.715 5.423 -0.761
H -1.543 -0.766 1.511
H 2.150 -0.478 0.058
C -1.679 -1.677 0.927
H 0.140 -2.668 0.226
H 1.669 2.640 -2.082
H -0.565 0.157 -0.638
O 1.459 3.108 -2.899
N 1.237 -0.231 0.418
H -1.525 -3.765 1.622
H -1.026 -2.270 -1.016
C -0.575 -1.900 -0.093
H -2.594 -1.361 0.429
H 1.222 0.748 0.651
H 2.914 5.380 0.197
C 0.183 -0.636 -0.507

# 4
100
Properties=species:S:1:pos:R:3 method="wB97M-V/def2-TZVPD" e_above_lowest_ev=1.165 energy_ev=-98810.9558 charge=+4 lumo_ev="-13.0 / -14.1" multiplicity=2 homo_ev="-18.9 / -18.9" homo_lumo_gap_ev="5.9703 / 4.8109"
H -2.245 1.984 5.462
H -1.972 4.665 2.771
H 2.704 -2.293 -5.958
C -0.701 -3.594 0.591
C 3.716 -0.128 1.291
C -1.147 -4.581 -1.667
H -1.470 0.860 -6.727
H 0.612 -2.180 -7.140
H -0.156 2.812 4.582
H -5.480 2.355 -1.105
H 3.715 2.621 1.313
C 2.061 4.552 0.309
H -0.432 -1.489 4.753
C 1.915 3.061 0.255
N -1.440 1.575 1.235
H -2.561 0.668 4.318
C -0.934 -3.419 -0.744
N 0.663 1.112 -0.343
H -6.126 2.264 0.540
H -0.878 -4.353 -2.697
H -3.743 2.239 -4.186
Ir -0.860 0.504 -3.059
C -4.062 1.697 0.361
H -3.498 2.164 -5.886
C -2.394 4.035 3.559
C 2.549 -1.968 -4.938
S -1.350 -1.768 -2.858
H -3.732 1.969 4.529
S -0.313 3.481 -1.263
H 1.263 5.000 0.906
C 0.557 -0.664 -5.655
C -2.093 1.232 -4.750
H 5.457 1.056 0.674
H -1.865 -4.402 3.029
C 0.823 2.439 -0.365
N -0.541 -1.265 0.967
H -1.148 -0.666 3.354
C -0.426 2.497 3.575
N -1.335 0.764 -5.721
C -3.716 2.075 1.628
C -0.500 -2.684 2.954
C -0.359 -1.345 3.676
H 0.723 -4.502 2.746
H 3.012 4.836 0.754
S -3.287 0.732 -2.077
C -1.945 2.567 3.402
C 3.251 -1.581 1.186
H -0.151 -0.696 -7.695
N -3.159 1.931 -4.955
H -4.483 2.407 2.318
N -0.704 -1.077 -0.349
H 0.543 -3.910 4.388
C 3.197 -1.944 -2.647
C -1.820 -3.366 3.370
H -2.694 -2.838 2.981
C 3.415 -2.379 -3.934
H 1.604 -0.773 -7.503
C 3.891 0.246 2.777
N 1.272 -0.709 -3.345
C -2.666 1.741 4.486
H 5.782 -0.650 0.949
H 4.939 -0.142 -0.524
C -2.357 2.055 2.041
C -3.011 1.222 -0.455
H 4.248 -3.031 -4.164
N 1.600 0.314 0.148
C 0.673 -3.595 3.352
C 2.688 0.820 0.704
C 2.849 2.213 0.806
H -2.196 -4.888 -1.658
N -0.291 0.114 -5.148
H 1.629 -3.076 3.280
H -1.886 -3.383 4.458
C -0.564 -2.476 1.456
N -1.791 1.145 0.016
H -0.069 1.477 3.422
H 3.925 -2.217 1.759
H 1.913 -0.758 -1.397
H 4.564 -0.465 3.254
H 0.080 3.153 2.860
H -5.850 0.787 -0.390
H 4.328 1.238 2.902
H 3.858 -2.242 -1.846
H -3.481 4.128 3.547
C 2.111 -1.109 -2.393
H 3.259 -1.933 0.154
C 1.494 -1.138 -4.623
H 0.610 -0.888 3.456
H 2.932 0.224 3.301
C 5.050 0.051 0.547
H -2.046 4.414 4.519
H 2.004 4.997 -0.686
B -0.672 0.420 -0.793
H -0.621 -4.597 0.991
C -5.459 1.785 -0.171
H 2.239 -1.696 1.578
S -0.150 2.770 -3.121
C 0.651 -1.090 -7.074
C -0.965 -2.080 -1.201
H -0.571 -5.441 -1.329

# 5
13
Properties=species:S:1:pos:R:3 method="wB97M-V/def2-TZVPD" smiles=Nc1cc[nH]c1O e_above_lowest_ev=1.262 energy_ev=-9272.2403 charge=0 lumo_ev=0.8 homo_ev=-7.2 homo_lumo_gap_ev=8.0179
H 0.417 -2.053 -1.122
H -0.643 1.253 1.951
C 0.103 -0.322 0.530
H 0.276 1.400 -2.161
H -0.304 -1.603 2.060
C -0.251 1.804 -0.132
N 0.231 -1.572 1.203
N 0.159 1.061 -1.220
H -0.460 2.860 -0.224
C -0.310 0.972 0.960
O 0.582 -1.262 -1.663
H -0.157 -2.312 0.625
C 0.357 -0.226 -0.807